C13H8CrF5N2O5S as an isolated structure in a non-equilibrium geometry, computed with ωB97M-V/def2-TZVPD.

Geometry as XYZ:
```
35
Properties=species:S:1:pos:R:3:forces:R:3
Cr 0.36522 -0.07205 -0.02562 -0.026 0.728 -0.851
N 2.38172 -0.48945 -1.60102 -0.120 -0.242 0.106
C 3.05422 0.79015 -1.72062 0.131 0.319 0.292
C 2.70432 1.68195 -0.52382 0.469 -0.012 -0.288
N 1.25382 1.84285 -0.44692 -0.182 0.542 0.085
H 2.91612 -1.16825 -1.07412 0.014 -0.026 -0.019
H 2.14662 -0.88795 -2.49892 -0.045 -0.080 0.057
H 2.69522 1.27945 -2.63132 0.087 -0.029 0.011
H 4.14872 0.70055 -1.78572 -0.159 0.085 -0.077
H 3.22252 2.64585 -0.63712 -0.036 -0.145 0.084
H 3.03242 1.21425 0.40768 0.008 0.036 -0.042
H 0.91192 2.31395 -1.28452 -0.127 -0.177 0.205
H 1.01292 2.41945 0.35708 0.001 -0.040 -0.103
F -6.29608 1.64305 -0.07402 0.329 -0.146 -0.117
C -5.08448 1.22215 -0.48932 0.225 -0.070 -0.141
C -3.92588 1.68975 0.12488 -0.286 0.086 0.008
F -4.01948 2.57685 1.13208 0.014 -0.212 -0.176
C -2.69228 1.26865 -0.33002 0.546 -0.317 -0.316
F -1.56848 1.76235 0.27768 -0.842 -0.068 -0.174
C -2.52538 0.36885 -1.40112 -1.110 0.451 0.210
S -1.00038 -0.10565 -2.02382 0.493 -0.175 -0.438
C -3.72458 -0.07555 -2.00062 0.527 0.098 0.306
F -3.66468 -0.92925 -3.03392 -0.125 0.189 0.168
C -4.96648 0.33305 -1.55942 -0.299 0.271 0.231
F -6.08038 -0.10515 -2.17312 0.161 0.056 0.135
O 2.62952 -3.73545 4.16738 -0.538 0.759 -0.871
C 2.10532 -2.98285 3.35768 0.605 -1.072 1.060
C 1.39992 -3.40085 2.08548 -0.024 -0.976 -0.827
O 1.37612 -4.53005 1.60278 -0.083 0.795 0.537
C 0.88092 -2.16065 1.52048 0.184 0.747 0.370
C 1.36072 -1.05115 2.25518 -0.253 -0.662 -0.299
O 1.11312 0.12415 1.78538 0.576 0.467 0.686
C 2.07712 -1.48075 3.44488 0.312 1.102 0.736
O 2.57122 -0.78745 4.33428 -0.311 -0.618 -0.686
O 0.18892 -1.91495 0.46228 -0.118 -1.665 0.137
```
Forces are in eV/Å.

Its expectation value of S² is 6.0136. The spin multiplicity is 5. The HOMO energy (spin up / spin down) comes out at -4.31 / -4.75 eV. The total charge is -1.

C41H33AuF9N5PS2 as an isolated structure in a non-equilibrium geometry, computed with ωB97M-V/def2-TZVPD.

Geometry as XYZ:
```
92
Properties=species:S:1:pos:R:3:forces:R:3
Au -1.89002 1.09379 0.37350 -0.348 0.459 0.193
C -5.47361 3.99564 -0.37106 0.044 -0.015 -0.003
C -4.19638 3.27807 -0.07028 0.126 0.008 -0.054
N -4.07055 2.05849 0.25794 -0.279 0.090 0.085
N -5.10025 1.18835 0.41812 0.187 0.026 -0.037
C -4.81427 -0.09956 0.69112 0.071 -0.135 -0.024
N -5.83315 -0.90337 0.94328 -0.049 -0.007 -0.008
S -3.22758 -0.80648 0.73138 -0.184 0.025 0.010
C -2.88224 4.01454 -0.11826 -0.102 -0.095 0.090
C -2.87252 5.36719 -0.39397 0.053 0.059 0.022
C -1.67196 6.06990 -0.37337 -0.059 0.028 -0.020
C -0.51900 5.39496 -0.03917 0.073 -0.030 0.020
C -0.60313 4.03572 0.22974 -0.028 0.009 -0.084
N -1.73736 3.34437 0.17122 -0.144 0.037 -0.126
H -6.31172 3.31535 -0.50684 -0.004 -0.005 0.016
H -5.37852 4.56867 -1.29259 -0.013 -0.009 -0.006
H -5.72099 4.69343 0.43126 0.000 -0.003 0.006
H -6.05984 1.51559 0.44281 0.011 -0.025 -0.002
H -6.79167 -0.58552 0.95329 0.007 0.001 0.016
H -5.66549 -1.87167 1.16626 0.013 0.002 -0.019
H -3.79314 5.88903 -0.60732 0.007 -0.008 -0.026
H -1.65509 7.12704 -0.60208 0.005 0.001 0.021
H 0.43515 5.89976 0.01928 -0.001 -0.012 0.005
H 0.27683 3.47697 0.50615 0.089 -0.053 -0.025
N -0.04690 -1.51323 -0.16018 -0.183 0.090 -0.501
S 0.55610 -2.78592 -1.16586 -0.063 -0.032 0.321
C -0.91383 -3.71864 -1.36466 -0.192 -0.038 -0.068
C -1.41323 -3.77957 -2.66423 0.026 -0.024 0.038
C -2.53782 -4.55529 -2.90384 -0.016 0.021 -0.005
C -3.13708 -5.24143 -1.85760 0.008 -0.011 0.045
C -2.63062 -5.16057 -0.55990 -0.038 0.006 -0.066
C -1.50891 -4.39829 -0.30114 0.060 0.024 -0.017
C 1.56688 -3.74382 -0.07156 -0.031 0.054 -0.093
C 1.53197 -3.62803 1.30881 -0.053 -0.108 0.066
C 2.36078 -4.45666 2.05119 -0.039 0.044 -0.013
C 3.20090 -5.36019 1.41223 0.030 -0.001 -0.019
C 3.21100 -5.46220 0.02674 0.019 -0.022 -0.016
C 2.39194 -4.64420 -0.73572 0.064 0.010 0.079
H -1.03480 -1.38497 -0.38132 -0.046 -0.111 0.166
H -0.92014 -3.25433 -3.47314 0.007 -0.015 -0.008
H -2.93218 -4.63688 -3.90725 0.002 0.004 0.002
H -4.00183 -5.86186 -2.05268 0.002 0.000 -0.003
H -3.10195 -5.71421 0.24070 0.007 -0.002 0.000
H -1.08720 -4.35395 0.69450 0.018 -0.020 0.003
H 0.87578 -2.92124 1.79927 0.016 0.018 -0.019
H 2.34534 -4.39912 3.13119 0.032 0.019 -0.001
H 3.86086 -5.98517 1.99865 -0.034 -0.033 0.002
H 3.86051 -6.17396 -0.46392 0.015 0.008 0.008
H 2.39969 -4.71455 -1.81758 0.012 0.027 -0.001
F 7.40609 -1.47444 0.00170 -0.002 -0.014 0.015
C 6.47898 -2.28558 -0.50910 0.044 0.083 -0.022
F 6.50356 -3.43367 0.18546 -0.005 -0.012 -0.015
F 6.80031 -2.55555 -1.77413 -0.004 -0.024 0.010
C 5.10328 -1.65991 -0.40369 -0.062 -0.053 -0.003
C 4.65073 -1.27118 0.84927 -0.014 -0.009 0.003
C 3.36752 -0.77008 0.99508 -0.064 -0.193 0.155
C 2.53858 -0.65071 -0.11796 -0.122 0.189 -0.243
C 3.02501 -0.99353 -1.38472 0.073 0.092 -0.052
C 4.30166 -1.51044 -1.52664 -0.005 0.007 0.033
P 0.82575 -0.07216 0.00924 1.726 -0.447 0.146
C 0.71175 1.12154 -1.33370 -0.240 -0.137 0.041
C -0.37283 1.17357 -2.21394 -0.019 -0.100 0.012
C -0.43732 2.16912 -3.17457 0.005 -0.025 0.018
C 0.57628 3.11332 -3.24675 0.022 0.023 0.023
C 1.69065 3.02574 -2.42384 0.055 0.029 0.011
C 1.77429 2.01786 -1.47717 -0.130 0.125 0.036
C 0.47583 4.23120 -4.26607 0.017 0.000 0.031
F 1.22523 5.27474 -3.90032 -0.030 0.000 -0.028
F 0.88079 3.81589 -5.46457 -0.001 0.000 -0.016
F -0.79490 4.64697 -4.37379 0.013 0.001 0.006
C 0.67993 0.51915 1.69781 -0.401 0.155 -0.112
C 1.40689 1.65027 2.07072 -0.019 0.008 -0.003
C 1.32770 2.12085 3.37240 0.026 0.027 -0.021
C 0.52986 1.46113 4.29378 -0.005 -0.006 -0.005
C -0.17865 0.32113 3.93506 0.004 -0.009 0.008
C -0.11135 -0.15064 2.63687 0.096 -0.082 0.010
C 0.43380 1.95210 5.72514 0.014 -0.004 -0.018
F 1.04647 1.09549 6.54677 -0.011 0.007 0.002
F -0.84946 2.03839 6.09633 0.004 0.000 0.005
F 0.99534 3.15211 5.86646 -0.007 -0.003 0.017
H 5.29760 -1.36787 1.71174 -0.007 -0.012 0.005
H 3.01699 -0.50861 1.98552 0.008 0.027 -0.043
H 2.41926 -0.85346 -2.27345 0.016 0.044 0.029
H 4.67792 -1.78587 -2.50218 -0.004 -0.005 -0.003
H -1.15754 0.42552 -2.17712 -0.016 0.025 0.042
H -1.27200 2.21555 -3.86144 -0.006 -0.002 0.010
H 2.49484 3.74288 -2.52248 -0.001 -0.010 -0.017
H 2.66464 1.93553 -0.86715 -0.012 0.011 0.023
H 2.05892 2.15317 1.36758 -0.005 0.015 -0.021
H 1.89086 2.99449 3.67077 0.000 -0.002 0.004
H -0.78360 -0.19301 4.67069 -0.003 0.004 -0.003
H -0.65843 -1.04297 2.36331 -0.027 0.017 -0.020
```
Forces are in eV/Å.

The HOMO energy comes out at -16.29 eV. The total charge is +3. The energy relative to the best compared isomer or geometry (same formula, charge and spin) comes out at 0.0 kJ/mol.